81
Properties=species:S:1:pos:R:3:forces:R:3:mulliken_charge:R:1 method="wB97M-V/def2-TZVPD" homo_energy_ev=-8.08 smiles="CCNc1ccc2c(c1C[SH](=O)=O)C(=O)c1c(OB(O)O)ccc(CSCC)c1C2=O.CCOC(=O)C(F)(F)F.CCOC(=O)C(F)(F)F" orbital_gap_ev=7.54 energy_ev=-92218.9835
C 5.8889 -3.5874 -2.2053 -0.5 0.2 0.1 -0.949
C 6.3846 -2.5291 -3.2614 0.6 -0.1 0.6 0.078
N 5.4657 -2.3453 -4.4164 -1.0 -0.2 0.9 -0.401
C 4.1039 -2.1372 -3.9179 -1.1 0.1 -0.1 -0.566
C 3.2094 -3.2878 -4.0203 -1.7 1.8 1.4 -0.262
C 1.8462 -3.1632 -3.5065 1.8 2.0 0.0 -0.854
C 1.4654 -1.8812 -2.9445 0.2 0.3 0.3 0.555
C 2.3230 -0.7122 -2.8535 0.6 -1.8 -0.8 0.650
C 3.6879 -0.8375 -3.3571 -1.1 -1.0 -0.2 0.173
C 4.6745 0.3734 -3.2650 0.3 -1.4 -0.7 -1.256
S 5.1483 0.5992 -1.4820 -3.4 1.6 2.4 0.855
O 4.5570 -0.4320 -0.6262 1.4 -0.1 -1.5 -0.558
O 4.6486 1.9173 -1.0740 1.8 -1.0 -1.2 -0.586
C 1.7239 0.5881 -2.2385 -0.4 -1.1 0.9 0.054
O 2.0382 1.6904 -2.6017 0.0 -0.5 -0.2 -0.505
C 0.6968 0.3521 -1.0779 -0.5 -0.4 0.7 0.410
C 0.6385 1.2765 0.0687 -1.9 -2.6 -0.3 -0.011
O 1.4770 2.3641 0.1647 -1.3 0.0 -0.2 -0.620
B 0.8299 3.5847 -0.1832 0.5 0.7 -0.8 0.651
O 1.2408 4.1924 -1.3883 -0.8 -0.8 1.2 -0.472
O -0.1337 4.1955 0.6512 0.2 -1.2 -1.1 -0.548
C -0.3682 0.9388 1.0888 0.0 -0.8 -0.7 -0.577
C -1.2261 -0.2329 1.0127 1.5 0.1 -2.1 -1.003
C -1.1408 -1.1852 -0.1228 0.8 2.1 0.5 0.055
C -2.0611 -2.4386 -0.1108 0.7 0.1 0.6 -0.391
S -3.4256 -2.4117 -1.3485 0.1 -0.6 -0.3 -0.100
C -3.1863 -4.0185 -2.2567 1.0 -0.9 0.8 -0.215
C -4.0482 -5.1985 -1.6673 -0.1 -0.4 -0.4 -1.007
C -0.1741 -0.8418 -1.1602 -0.1 0.7 1.0 0.811
C 0.0031 -1.7209 -2.4194 1.3 0.3 -0.3 -0.070
O -0.8776 -2.2588 -3.0485 0.1 0.1 0.7 -0.505
H 5.2622 -3.0384 -1.4491 0.6 -0.7 -0.6 0.224
H 5.2469 -4.3918 -2.6509 0.6 0.8 0.2 0.272
H 6.7336 -4.1166 -1.6848 -0.7 0.8 -0.5 0.363
H 7.4072 -2.8500 -3.5998 -1.0 0.6 0.0 0.462
H 6.4502 -1.5362 -2.7248 0.4 -1.0 -0.3 -0.206
H 5.7251 -1.5469 -4.9959 0.2 -0.3 0.3 0.433
H 3.5095 -4.2707 -4.4400 0.2 1.1 0.2 0.566
H 1.0979 -3.9896 -3.5121 0.8 0.8 -0.1 0.417
H 5.6196 0.1467 -3.8273 -0.8 0.1 0.6 0.455
H 4.2492 1.3031 -3.7143 0.2 -0.6 1.0 0.482
H 6.5254 0.4961 -1.3494 -0.6 0.1 -0.5 0.186
H 0.5090 4.2212 -2.0251 0.4 0.4 0.3 0.292
H -0.9961 3.8017 0.4219 0.1 0.4 0.5 0.286
H -0.4919 1.5776 1.9980 0.3 -0.5 -1.0 0.569
H -1.9565 -0.4327 1.8230 0.7 0.3 -0.7 0.494
H -2.5379 -2.4788 0.8991 0.5 0.0 -1.1 0.209
H -1.4317 -3.3693 -0.1904 -0.7 0.8 -0.2 0.328
H -3.2831 -3.8917 -3.3645 -0.2 0.1 1.1 0.472
H -2.1081 -4.2961 -2.0768 -1.0 0.5 -0.3 0.039
H -4.2376 -5.0766 -0.5690 0.0 0.1 -1.1 0.272
H -3.5251 -6.1944 -1.7727 -0.3 1.1 -0.1 0.296
H -5.0128 -5.3165 -2.2339 0.7 0.3 0.8 0.288
C -1.7558 -1.2574 8.0789 -0.3 0.0 -0.2 -1.098
C -0.5544 -1.7054 7.2718 0.1 0.4 0.7 -0.214
O -0.9596 -2.5138 6.1535 -0.1 -0.2 -0.7 -0.319
C -1.4030 -1.8506 5.0821 0.5 0.6 1.2 0.340
O -1.4860 -0.6582 5.0005 -0.2 -0.3 -0.5 -0.520
C -1.7504 -2.8287 3.9595 -0.4 -1.1 -1.0 0.950
F -2.4687 -3.8774 4.3962 0.1 0.4 0.2 -0.272
F -0.6461 -3.3347 3.3822 0.0 0.4 0.3 -0.279
F -2.4683 -2.2495 2.9836 0.1 0.1 0.8 -0.253
H -2.3541 -2.1183 8.3846 0.1 0.0 0.1 0.303
H -1.4396 -0.7115 8.9684 0.0 0.0 0.0 0.369
H -2.4071 -0.6096 7.4900 0.1 0.1 0.0 0.315
H 0.0904 -2.3312 7.8890 -0.1 -0.2 -0.3 0.325
H 0.0451 -0.8573 6.9361 -0.2 -0.1 -0.2 0.314
C -3.3433 8.2546 -0.1630 -0.2 -0.2 -0.2 -1.124
C -3.2547 7.4706 1.1303 0.6 0.5 -0.1 -0.060
O -4.4151 6.6381 1.3069 -0.4 -0.6 0.0 -0.329
C -4.4143 5.4846 0.6341 0.9 1.0 0.1 0.387
O -3.5324 5.1175 -0.0897 -0.4 -0.4 0.1 -0.524
C -5.6780 4.6832 0.9520 -1.4 -0.8 0.2 0.871
F -6.7866 5.4437 0.9089 0.4 0.1 -0.1 -0.247
F -5.6221 4.1462 2.1854 0.3 0.3 -0.2 -0.258
F -5.8686 3.6732 0.0951 0.4 0.4 0.1 -0.237
H -4.2732 8.8257 -0.2016 0.1 0.1 0.1 0.314
H -2.5013 8.9415 -0.2546 0.0 0.0 0.1 0.374
H -3.3414 7.5895 -1.0281 0.1 0.0 0.1 0.304
H -3.2350 8.1581 1.9762 -0.3 -0.2 0.1 0.313
H -2.3418 6.8737 1.1786 -0.2 -0.2 -0.1 0.219